ORCA calculation (ωB97M-V with the def2-TZVPD basis set) on a single C21H38N4O5 molecule.

Structure (XYZ):
```
68
Properties=species:S:1:pos:R:3
C -4.60 -1.46 0.91
C -3.80 -2.64 0.36
C -4.04 -3.88 1.22
C -2.30 -2.34 0.29
C -1.93 -1.17 -0.63
N -2.01 0.11 0.04
C -2.73 1.15 -0.45
O -3.49 1.08 -1.39
O -2.48 2.24 0.30
C -3.17 3.48 0.04
C -2.83 3.99 -1.36
C -2.63 4.44 1.10
C -4.68 3.30 0.21
C -0.51 -1.38 -1.19
O -0.28 -1.59 -2.36
N 0.45 -1.35 -0.24
C 1.86 -1.32 -0.57
C 2.43 -0.06 0.09
O 1.93 0.38 1.12
N 3.50 0.50 -0.48
C 4.12 0.10 -1.73
C 5.33 1.03 -1.86
C 4.86 2.30 -1.16
C 4.08 1.74 0.03
C 5.00 1.45 1.23
N 4.32 1.09 2.33
O 6.21 1.56 1.18
C 2.60 -2.57 -0.04
C 2.25 -3.77 -0.92
C 2.24 -2.85 1.42
H -5.64 -1.74 1.03
H -4.55 -0.61 0.23
H -4.21 -1.15 1.88
H -4.15 -2.85 -0.66
H -3.49 -4.73 0.82
H -5.09 -4.13 1.24
H -3.71 -3.70 2.24
H -1.79 -3.24 -0.07
H -1.93 -2.13 1.30
H -2.61 -1.12 -1.48
H -1.38 0.32 0.80
H -3.20 3.30 -2.11
H -3.30 4.96 -1.52
H -1.76 4.09 -1.48
H -3.08 5.42 0.98
H -2.85 4.06 2.09
H -1.55 4.53 1.00
H -5.06 2.62 -0.55
H -5.18 4.26 0.11
H -4.89 2.88 1.19
H 0.24 -1.05 0.70
H 1.93 -1.27 -1.66
H 4.42 -0.95 -1.71
H 3.42 0.25 -2.56
H 5.60 1.20 -2.90
H 6.18 0.62 -1.33
H 5.69 2.91 -0.82
H 4.20 2.89 -1.80
H 3.27 2.40 0.37
H 4.83 0.84 3.16
H 3.32 0.94 2.28
H 3.67 -2.38 -0.11
H 2.74 -4.67 -0.54
H 2.58 -3.61 -1.95
H 1.18 -3.93 -0.94
H 2.89 -3.63 1.81
H 2.37 -1.96 2.02
H 1.21 -3.19 1.50
```

Properties
- 2S+1 = 1
- relative energy (zero: lowest compared OMol25 entry of this formula, charge and spin) (kcal per mole) = 5.09
- structure (SMILES) = CC(C)C[C@@H](NC(=O)OC(C)(C)C)C(=O)N[C@@H](C(=O)N1CCC[C@@H]1C(N)=O)C(C)C
- molecular weight (u) = 426.6

***

ORCA calculation (ωB97M-V with the def2-TZVPD basis set) on C3H8NO2 as an isolated structure.

Structure (XYZ):
```
14
Properties=species:S:1:pos:R:3
C -0.32 0.34 -1.04
C -1.42 -0.12 -0.08
C 0.87 -0.03 -0.10
N -0.57 -0.44 1.07
O 1.55 0.86 0.56
O 1.59 -1.16 -0.28
H -0.16 -0.06 -1.95
H -0.20 1.35 -1.30
H -2.09 0.63 0.03
H -1.90 -0.89 -0.56
H -0.74 0.22 1.80
H -0.56 -1.43 1.17
H 1.42 1.77 0.77
H 2.53 -1.03 -0.09
```

Properties
- 2S+1 = 1
- relative energy (zero: lowest compared OMol25 entry of this formula, charge and spin) (kcal per mole) = 59.46
- molecular weight (u) = 90.1
- total charge = +1

***

Number 1: energy -38595.3071 eV. Number 2: energy -8817.3738 eV.